{
  "formula": "C4H10N",
  "method": "wB97M-V/def2-TZVPD",
  "total_charge": 1,
  "species": ["C", "C", "H", "H", "H", "H", "C", "C", "N", "H", "H", "H", "H", "H", "H"],
  "xyz": [[-1.692129, -1.029441, 0.795517], [-1.138657, 0.045444, -0.026579], [-2.755047, -1.354441, 0.662020], [-1.192084, -1.514251, 1.591533], [-1.720948, 1.058101, -0.093140], [-1.408535, -0.103279, -1.085493], [0.381258, 0.388305, 0.218422], [1.128844, -0.882961, 0.407524], [1.040091, 1.132774, -0.971708], [0.558948, 1.111460, 1.126822], [1.292570, -1.207436, 1.372379], [1.724648, -1.505837, -0.264176], [1.955006, 0.685689, -1.038173], [0.635259, 1.008886, -1.881525], [1.190776, 2.166989, -0.813422]],
  "forces_ev_per_angstrom": [[-0.294, 0.136, -0.887], [-0.499, 3.358, -0.538], [1.139, 0.410, -0.167], [0.667, 0.047, 0.679], [-0.127, -1.175, 1.234], [1.228, -0.847, -0.167], [0.041, -0.524, 0.721], [-1.078, -0.478, -0.758], [0.668, 1.220, 0.801], [-0.683, -1.399, -1.706], [0.216, -0.297, 2.112], [-0.428, 0.783, -0.615], [0.285, 0.251, 0.033], [-0.822, -0.152, -0.568], [-0.314, -1.333, -0.174]],
  "nbo_charge": [-0.131, -0.531, 0.228, 0.221, 0.221, 0.278, -0.098, -0.542, -0.690, 0.256, 0.213, 0.231, 0.454, 0.437, 0.453]
}

***

{
  "formula": "C4H10N2",
  "method": "wB97M-V/def2-TZVPD",
  "species": ["C", "C", "C", "C", "N", "N", "H", "H", "H", "H", "H", "H", "H", "H", "H", "H"],
  "xyz": [[2.319559, 0.109865, 0.277253], [1.040983, 0.432118, -0.553990], [-0.175881, -0.053290, 0.208350], [-1.021897, -1.229004, -0.395961], [-1.453279, 0.118450, -0.490800], [-2.470677, 0.516536, 0.387280], [2.610101, -0.909152, 0.282249], [2.141135, 0.447324, 1.313978], [3.019001, 0.826535, -0.086922], [0.761502, -0.093596, -1.535839], [0.978431, 1.563998, -0.656940], [-0.212469, -0.180308, 1.365987], [-0.574577, -1.611197, -1.293223], [-1.631133, -1.904097, 0.123500], [-3.169474, 0.948340, -0.216397], [-2.161320, 1.017473, 1.271478]],
  "forces_ev_per_angstrom": [[-1.616, 1.599, -0.392], [-1.379, -0.214, 0.606], [-1.555, -2.058, 1.121], [1.846, 0.980, -0.223], [1.415, 1.617, 0.363], [-1.209, -0.070, 1.131], [0.508, -0.823, -0.197], [-0.140, -0.350, -0.317], [1.358, -0.165, -0.313], [1.741, 1.097, 0.846], [-0.041, -1.411, -0.167], [0.093, 0.955, -2.007], [-0.205, -0.265, -0.588], [-0.465, -0.742, 1.248], [0.220, 0.421, 1.041], [-0.571, -0.571, -2.152]],
  "nbo_charge": [-0.612, -0.413, -0.099, -0.255, -0.281, -0.718, 0.213, 0.202, 0.213, 0.220, 0.207, 0.197, 0.181, 0.205, 0.372, 0.368]
}

***

{
  "formula": "C4H10N2",
  "method": "wB97M-V/def2-TZVPD",
  "species": ["N", "C", "C", "C", "C", "N", "H", "H", "H", "H", "H", "H", "H", "H", "H", "H"],
  "xyz": [[-2.668064, 0.633727, 1.053665], [-1.632555, 0.697755, 0.084035], [-0.572622, -0.117163, 0.029939], [0.419193, -0.208920, -1.111990], [1.910773, -0.029643, -0.667633], [2.341377, -0.900981, 0.434648], [-2.534443, -0.162889, 1.660657], [-2.776439, 1.542694, 1.479176], [-1.521294, 1.668679, -0.417345], [-0.405902, -0.814996, 0.851175], [0.202181, 0.599199, -1.814825], [0.222569, -1.114134, -1.714666], [1.880604, 0.985319, -0.295528], [2.503892, -0.304833, -1.570704], [2.509281, -1.847325, 0.118664], [1.550602, -0.883225, 1.070746]],
  "forces_ev_per_angstrom": [[0.882, 0.125, -1.325], [0.943, 0.840, 1.140], [0.115, -0.538, -0.319], [-0.197, 0.324, 0.076], [-1.223, -1.656, -0.761], [-0.354, 0.650, -0.165], [-0.162, 0.335, 0.377], [-0.278, -0.315, 0.494], [-0.824, -0.594, -0.555], [-0.491, -0.328, -0.205], [-0.001, 0.172, -0.034], [0.322, -0.004, 0.464], [0.999, 0.444, -0.325], [0.059, 1.068, 0.747], [-0.228, -0.031, 0.033], [0.438, -0.493, 0.357]],
  "nbo_charge": [-0.815, 0.007, -0.295, -0.440, -0.213, -0.828, 0.371, 0.374, 0.184, 0.172, 0.203, 0.202, 0.187, 0.193, 0.352, 0.346]
}

***

{
  "formula": "C4H10N2",
  "method": "wB97M-V/def2-TZVPD",
  "species": ["N", "C", "C", "C", "C", "N", "H", "H", "H", "H", "H", "H", "H", "H", "H", "H"],
  "xyz": [[1.954652, 0.483469, 0.576584], [0.661140, -0.195396, 0.348749], [0.449444, -1.250524, -0.695118], [-1.040891, -0.702826, -0.739538], [-0.476509, 0.652525, -0.136061], [-1.171231, 1.600597, 0.698895], [1.899813, 1.180250, 1.220747], [2.733338, -0.267837, 0.663646], [0.205358, -0.527373, 1.267376], [1.015139, -0.854498, -1.571099], [0.635441, -2.264893, -0.451461], [-1.771107, -1.297944, -0.047699], [-1.521148, -0.618001, -1.744469], [-0.025708, 1.220828, -0.958682], [-2.090326, 1.732865, -0.041195], [-1.457404, 1.108757, 1.609327]],
  "forces_ev_per_angstrom": [[0.981, -5.095, -3.415], [0.897, 1.507, 2.489], [-0.645, 2.273, -1.011], [-1.112, -0.594, -0.020], [0.888, -0.735, -1.826], [-3.397, -0.885, -1.494], [0.230, 1.937, 2.438], [-1.738, 2.321, 0.381], [0.251, -0.917, 1.083], [-0.468, -0.859, 0.198], [0.223, -0.869, 0.052], [1.428, 1.165, -1.023], [0.342, -0.164, 0.764], [-0.441, 0.049, -0.301], [2.661, -0.045, 3.572], [-0.100, 0.911, -1.886]],
  "nbo_charge": [-0.855, -0.047, -0.413, -0.417, -0.064, -0.812, 0.369, 0.368, 0.143, 0.207, 0.213, 0.203, 0.209, 0.182, 0.361, 0.354]
}

***

{
  "formula": "C4H10N2",
  "method": "wB97M-V/def2-TZVPD",
  "species": ["C", "C", "N", "H", "H", "H", "H", "H", "C", "N", "C", "H", "H", "H", "H", "H"],
  "xyz": [[1.225621, -1.690165, -0.702304], [0.393488, -2.147743, 0.261985], [-0.983567, -2.569582, 0.214369], [1.215071, -1.822684, -1.772242], [2.075893, -1.076009, -0.391480], [0.747746, -2.113985, 1.277923], [-1.311108, -2.740448, -0.729644], [-1.546602, -1.792373, 0.577130], [0.782772, 2.394941, -0.536759], [-0.225707, 2.821393, 0.088933], [-1.080502, 1.811226, 0.674468], [1.470368, 3.071221, -0.998700], [1.145623, 1.313747, -0.509490], [-1.868573, 1.311578, -0.003286], [-0.470096, 0.963915, 1.011205], [-1.570426, 2.264968, 1.537890]],
  "forces_ev_per_angstrom": [[-0.015, -0.173, 0.996], [-0.298, 0.919, -1.040], [0.689, 0.070, -0.322], [-0.896, 0.073, -0.175], [0.143, -0.857, 0.228], [-0.011, 0.467, 0.327], [0.153, 0.047, -0.057], [0.246, -0.535, 0.051], [0.584, -1.297, 0.917], [-0.246, -0.226, -1.273], [-0.657, -1.125, 0.171], [0.218, 0.591, -0.330], [-0.774, 0.991, -0.191], [1.115, 1.356, 0.638], [-0.050, -0.033, 0.186], [-0.200, -0.270, -0.125]],
  "nbo_charge": [-0.489, 0.009, -0.837, 0.201, 0.201, 0.184, 0.362, 0.372, -0.049, -0.389, -0.454, 0.169, 0.136, 0.205, 0.177, 0.206]
}

***

{
  "formula": "C4H10N2",
  "method": "wB97M-V/def2-TZVPD",
  "species": ["H", "N", "C", "N", "C", "C", "C", "H", "H", "H", "H", "H", "H", "H", "H", "H"],
  "xyz": [[-3.498108, -1.231736, -0.346674], [-2.624048, -1.158129, 0.167386], [-1.733534, -0.609538, -0.575830], [-0.419169, -0.988323, -0.473224], [0.647580, -0.174489, -0.925792], [1.079657, 0.981485, -0.016819], [1.158650, 0.639537, 1.475404], [-1.916383, 0.222319, -1.264587], [-0.396163, -1.917471, -0.090993], [0.430298, 0.220396, -1.925109], [1.505430, -0.859972, -1.054322], [2.078537, 1.311676, -0.304531], [0.325997, 1.749472, -0.237740], [0.410444, -0.138138, 1.659398], [2.174769, 0.477440, 1.835193], [0.776047, 1.475470, 2.078233]],
  "forces_ev_per_angstrom": [[-0.421, 0.922, 0.543], [0.412, -1.112, -1.083], [0.340, 0.032, 0.704], [-2.366, 0.496, 0.163], [2.101, -0.897, -0.377], [-0.278, 0.024, 0.120], [-1.198, 0.802, 0.033], [-0.036, -0.176, -0.378], [0.898, 0.041, 0.290], [-0.086, -0.027, 0.082], [-0.216, 0.277, -0.077], [-0.253, 0.296, -0.502], [0.437, 0.288, 0.457], [0.660, -0.362, 0.362], [-0.203, -0.617, -0.128], [0.209, 0.011, -0.209]],
  "nbo_charge": [0.344, -0.759, 0.301, -0.621, -0.212, -0.412, -0.631, 0.134, 0.415, 0.193, 0.197, 0.209, 0.196, 0.221, 0.212, 0.215]
}

***

{
  "formula": "C4H10N2",
  "method": "wB97M-V/def2-TZVPD",
  "species": ["C", "N", "N", "C", "C", "C", "H", "H", "H", "H", "H", "H", "H", "H", "H", "H"],
  "xyz": [[-2.847445, -0.119291, 0.061267], [-1.734970, -0.032505, -0.541802], [-0.643937, -0.647319, -0.014076], [0.624298, -0.053018, -0.459008], [1.760781, -0.979847, -0.049033], [0.833180, 1.369565, 0.084478], [-2.963775, -0.653201, 1.012922], [-3.737686, 0.326083, -0.392862], [-0.716047, -0.831007, 0.993317], [0.551841, 0.006830, -1.555963], [1.866279, -0.990449, 1.057865], [2.711065, -0.607380, -0.442030], [1.589242, -1.996774, -0.412086], [-0.028574, 2.013544, -0.145750], [1.002769, 1.368314, 1.181616], [1.732979, 1.826458, -0.378855]],
  "forces_ev_per_angstrom": [[-0.263, -0.040, 0.027], [-0.210, 0.097, -0.046], [0.035, 0.055, 0.045], [-0.138, 0.166, 0.221], [0.118, 0.160, 0.405], [0.396, 0.230, 0.014], [0.033, 0.081, -0.086], [0.422, -0.134, 0.107], [0.177, 0.128, -0.327], [0.009, -0.119, 0.327], [-0.126, -0.116, -0.565], [-0.103, -0.088, -0.014], [0.056, 0.135, 0.090], [0.247, -0.248, 0.089], [-0.181, -0.073, -0.513], [-0.472, -0.232, 0.228]],
  "nbo_charge": [-0.177, -0.217, -0.446, -0.053, -0.613, -0.629, 0.141, 0.186, 0.336, 0.205, 0.198, 0.215, 0.221, 0.224, 0.198, 0.211]
}

***

{
  "formula": "C4H10N2",
  "method": "wB97M-V/def2-TZVPD",
  "species": ["H", "N", "C", "N", "H", "H", "H", "C", "C", "C", "H", "H", "H", "H", "H", "H"],
  "xyz": [[-0.330540, 3.410697, -2.510239], [-0.839315, 2.643514, -2.058438], [-0.357850, 1.555675, -2.535907], [-0.950046, 0.323963, -2.214410], [0.564108, 1.574077, -3.106664], [-1.854174, 0.506338, -1.801052], [-0.361202, -0.071191, -1.484880], [-0.414846, -0.793113, 2.036296], [0.869497, -1.031795, 2.260720], [1.527488, -2.401599, 2.394719], [-0.742711, 0.188917, 1.708257], [-1.191168, -1.547468, 1.959597], [1.501813, -0.171550, 2.464417], [1.504419, -2.728326, 3.432686], [2.555691, -2.218740, 2.089137], [0.997297, -3.074581, 1.734483]],
  "forces_ev_per_angstrom": [[-0.119, 0.047, 0.455], [0.265, -0.371, -1.314], [-0.688, 1.244, 1.275], [0.729, 0.076, 0.020], [0.032, -0.533, -0.320], [-0.125, 0.126, 0.129], [-0.087, -0.606, -0.206], [-0.220, 0.159, -0.913], [-0.145, -0.321, 0.736], [-0.462, 1.631, 0.056], [-0.008, 0.190, 0.683], [0.275, -0.293, -0.102], [0.152, -0.012, -0.450], [0.080, -0.234, -0.025], [0.120, -0.651, -0.057], [0.201, -0.451, 0.033]],
  "nbo_charge": [0.332, -0.667, 0.267, -0.835, 0.151, 0.377, 0.376, -0.419, -0.160, -0.654, 0.198, 0.188, 0.191, 0.222, 0.217, 0.217]
}

***

{
  "formula": "C4H10N2",
  "method": "wB97M-V/def2-TZVPD",
  "species": ["C", "C", "N", "H", "H", "H", "H", "H", "C", "C", "N", "H", "H", "H", "H", "H"],
  "xyz": [[-1.553817, -0.824925, 1.192630], [-1.758466, 0.214594, 0.270851], [-2.668050, 0.081546, -0.812717], [-1.851563, -1.868712, 0.994960], [-1.009081, -0.621541, 2.153028], [-1.387186, 1.219264, 0.423725], [-2.296482, 0.331427, -1.732667], [-3.191650, -0.818251, -0.834981], [1.980382, 1.326525, -0.830475], [1.694840, 0.016460, -0.509654], [2.225441, -0.659794, 0.602411], [2.670015, 1.950911, -0.115657], [1.722655, 1.720223, -1.824940], [0.926821, -0.483093, -1.136575], [2.977781, -0.255383, 1.163294], [1.518360, -1.329255, 0.996763]],
  "forces_ev_per_angstrom": [[0.453, 2.364, -1.125], [-0.844, -3.199, 1.692], [0.258, -0.696, 0.015], [-0.110, 0.778, 0.071], [-0.568, -0.189, -1.186], [0.207, -0.087, 0.013], [-0.259, -0.046, 0.536], [0.905, 1.042, 0.006], [1.158, -0.911, 1.272], [0.473, 2.494, 0.040], [-1.878, -1.019, -0.791], [-1.346, -1.215, -1.636], [-0.018, -0.068, 0.774], [0.862, -0.165, 0.676], [-0.927, -0.188, -0.297], [1.636, 1.104, -0.060]],
  "nbo_charge": [-0.541, 0.017, -0.832, 0.196, 0.207, 0.202, 0.376, 0.375, -0.550, 0.012, -0.848, 0.189, 0.207, 0.196, 0.397, 0.396]
}

***

{
  "formula": "C4H10N2",
  "method": "wB97M-V/def2-TZVPD",
  "species": ["C", "N", "C", "H", "H", "H", "H", "H", "C", "N", "C", "H", "H", "H", "H", "H"],
  "xyz": [[-1.184321, 0.684862, 0.684304], [-0.695443, 1.114208, 1.769275], [-0.693471, 0.207899, 2.905094], [-1.514550, 1.389852, -0.079543], [-0.868220, -0.293627, 0.305960], [-1.577865, 0.353615, 3.513462], [-0.630757, -0.857460, 2.641910], [0.173879, 0.497667, 3.499615], [0.685501, 0.581325, -1.770103], [0.326784, -0.619011, -1.587607], [1.286577, -1.612290, -2.031538], [-0.020807, 1.403573, -1.759927], [1.682157, 0.814719, -2.156024], [0.992937, -2.547842, -1.547867], [1.255339, -1.865869, -3.087460], [2.343647, -1.525398, -1.755704]],
  "forces_ev_per_angstrom": [[2.082, 0.073, -0.537], [-2.682, 0.689, 0.722], [1.844, -0.154, -0.373], [0.167, 0.124, 0.018], [-1.412, -0.611, 0.360], [-0.217, 0.250, -0.091], [0.007, 0.013, -0.080], [-0.068, -0.335, 0.314], [0.152, -0.337, -0.932], [0.376, 0.834, -0.973], [0.117, -1.961, 1.095], [-0.056, -0.009, 0.678], [0.087, 0.129, 0.071], [0.020, -0.096, -0.024], [-0.334, 0.568, -0.283], [-0.082, 0.824, 0.035]],
  "nbo_charge": [-0.064, -0.405, -0.441, 0.153, 0.173, 0.209, 0.169, 0.198, -0.039, -0.406, -0.465, 0.176, 0.140, 0.201, 0.209, 0.192]
}

***

We obtain energy above the lowest of the compared OMol25 structures with the same formula, charge and spin values of 141.2, 78.8, 33.7, 55.7, 60.9, 26.1, 34.2, 39.5, 52.7, 72.3 kcal/mol for the records listed above, in that order.
We obtain frontier orbital gap values of 5.425, 9.449, 9.344, 9.961, 9.795, 9.843, 9.786, 10.693, 9.126, 9.802 eV for the records listed above, in that order.